Entry 1:
{"formula": "C6H16NSi", "method": "ωB97M-V/def2-TZVPD", "smiles": "C/C([SiH3])=C/C(C)(C)[NH3+]", "homo_ev": -13.7, "molar_mass_g_mol": 130.29, "total_charge": 1, "symbols": ["Si", "N", "C", "C", "C", "C", "C", "C", "H", "H", "H", "H", "H", "H", "H", "H", "H", "H", "H", "H", "H", "H", "H", "H"], "coordinates": [[2.28990, 1.17438, 0.08695], [-0.96294, 1.08327, 1.00753], [-1.24018, -0.04732, -0.00954], [2.38625, -1.62511, -0.15506], [-1.32949, 0.63305, -1.42900], [1.31794, -0.58276, 0.06299], [0.05879, -0.95990, 0.01685], [-2.40305, -0.93078, 0.47964], [-1.43575, -0.11220, -2.19705], [-1.31377, 1.96195, 0.49013], [0.01038, 1.17389, 1.11768], [3.30882, -1.59619, 0.42135], [-1.99848, -1.90024, 0.98674], [2.76789, -1.44109, -1.15574], [-2.05504, 1.49373, -1.48536], [-2.94330, -1.48471, -0.29416], [-3.17515, -0.49731, 1.21117], [2.62528, 1.83924, 1.52589], [-0.28346, 0.98818, -1.66952], [-0.06367, -1.92194, -0.39056], [3.65202, 1.30092, -0.37731], [-1.28968, 0.89727, 1.91169], [2.00798, -2.67748, -0.12955], [1.53338, 2.26184, -0.69230]]}

---

Entry 2:
{"formula": "C3H6N4", "method": "ωB97M-V/def2-TZVPD", "homo_ev": -8.6, "molar_mass_g_mol": 98.11, "symbols": ["N", "N", "N", "N", "C", "C", "C", "H", "H", "H", "H", "H", "H"], "coordinates": [[1.16416, 1.77898, 1.72155], [-2.18673, -0.90811, 0.14191], [1.53486, 0.18906, 0.10105], [1.29634, 0.92192, 1.00287], [1.34860, -1.16256, -0.03181], [-2.92272, -0.70176, 0.98499], [1.70645, -1.80843, -1.13412], [-3.61069, -0.51609, 1.76804], [-1.49791, 4.11157, -1.46377], [0.89554, -1.67840, 0.80854], [-1.43324, 3.93915, -0.70889], [1.55657, -2.86793, -1.22106], [2.14878, -1.29739, -1.96931]]}

---

Entry 3:
{"formula": "C3H8O", "method": "ωB97M-V/def2-TZVPD", "smiles": "C=CO.C", "homo_ev": -9.4, "molar_mass_g_mol": 60.10, "symbols": ["O", "C", "C", "C", "H", "H", "H", "H", "H", "H", "H", "H"], "coordinates": [[-0.25271, -0.54065, 1.78603], [0.97247, 2.63120, -1.78066], [-0.69136, -1.21517, -0.43812], [-0.26747, -1.49693, 0.77989], [0.24611, -2.39195, 1.08669], [1.31141, 2.91870, -0.78254], [1.74266, 2.51119, -2.53805], [-0.26176, -1.87101, -1.21179], [0.24934, 3.28327, -2.24582], [-0.54418, -0.93583, 2.60881], [-1.39464, -0.53356, -0.91940], [0.33364, 1.73645, -1.60743]]}

---

Respective LUMO values: -3.12, 0.89, 0.87 eV.
Respective ΔE to the lowest compared entry with this formula, charge and spin values: 1.589, 4.713, 1.594 eV.